{"formula": "C5H7NO", "method": "ωB97M-V/def2-TZVPD", "symbols": ["H", "H", "C", "N", "H", "C", "H", "H", "C", "H", "C", "O", "C", "H"], "coordinates": [[-0.25481, -0.77506, 1.53941], [-2.72108, 0.21161, 0.87793], [-2.01501, -0.34051, 0.24914], [-0.38177, 1.81249, -2.08609], [1.97282, -0.02187, 1.31874], [-0.02888, 1.22854, -1.14850], [2.46978, 1.07984, 0.02695], [1.54693, -1.46917, -0.62970], [0.35917, 0.47344, 0.00891], [-2.13940, -0.00779, -0.78368], [1.82928, 0.22469, 0.25596], [2.25751, -0.81331, -0.60454], [-0.58535, -0.21104, 0.66925], [-2.30920, -1.39186, 0.30622]], "forces_ev_per_a": [[-0.1, 0.0, 0.0], [0.2, 0.0, 0.0], [-0.1, 0.0, -0.1], [0.4, -0.5, 1.0], [0.0, -0.1, -0.2], [-0.3, 0.6, -1.2], [-0.2, 0.0, 0.0], [0.3, 0.0, 0.0], [-0.1, -0.3, 0.1], [-0.1, 0.0, 0.1], [0.0, 0.3, 0.2], [0.0, -0.3, 0.0], [0.1, 0.1, 0.0], [0.0, 0.0, 0.0]], "mulliken_charge": [0.3385, 0.2784, -1.1190, -0.4490, 0.2739, 0.0463, 0.3205, 0.3747, 0.2213, 0.3616, -0.5589, -0.4919, 0.0980, 0.3056], "lumo_energy_ev": 0.5, "smiles": "C/C=C(\\C#N)CO", "e_homo_ev": -10.17, "gap_ev": 10.64}